Entry 1:
Density functional theory data (ωB97M-V/def2-TZVPD) for one molecule with the formula C5H5NOS in a non-equilibrium geometry.

max |F|	4.8	eV/Å
Kohn-Sham gap	8.7318	eV
ΔE to the lowest compared entry with this formula, charge and spin	325.0	kJ/mol
HOMO level	-0.33738	Eh
structure (SMILES)	O/C=C1\C=NC=C1S
charge	0

```
13
Properties=species:S:1:pos:R:3:mulliken_charge:R:1
H 1.21 1.74 -1.32 0.31
H 2.89 0.81 0.93 0.33
C -1.38 -0.91 0.87 -0.31
N -0.38 -1.01 1.91 -0.55
C 0.70 -0.39 1.59 -0.08
C -0.83 -0.24 -0.11 0.10
H -1.85 1.13 -2.19 0.14
H 1.42 -0.38 2.49 0.26
C 0.65 0.14 0.14 0.18
S -1.45 -0.31 -1.78 -0.27
C 1.41 1.16 -0.38 0.06
H -2.47 -1.38 0.89 0.31
O 2.67 1.44 0.19 -0.48
```

=====

Entry 2:
Density functional theory data (ωB97M-V/def2-TZVPD) for C18H28BBaBr14O8 as an isolated structure in a non-equilibrium geometry.

max |F|	4.0	eV/Å
Kohn-Sham gap	4.7601	eV
ΔE to the lowest compared entry with this formula, charge and spin	112.3	kJ/mol
HOMO level	-0.40168	Eh
charge	+1

```
70
Properties=species:S:1:pos:R:3:mulliken_charge:R:1
C 1.24 -0.07 1.75 0.24
H 4.14 3.00 -3.36 0.37
C -1.15 0.15 -5.11 0.00
O 0.46 1.84 0.67 -0.23
H 3.29 -3.13 2.51 0.22
C -2.54 -1.86 4.40 -0.53
Br 5.30 0.90 -4.00 -0.16
H 4.88 -4.76 4.41 0.37
H 4.36 0.99 -1.09 0.43
O -1.86 1.17 1.33 -0.57
Br -3.30 -1.59 2.61 -0.15
Br -2.65 -0.60 -6.13 -0.15
C 1.57 1.37 1.20 0.89
H 2.30 -3.93 -3.02 0.40
C -5.98 -0.92 -1.51 -0.33
Br -7.85 -1.03 0.76 -0.15
H 5.63 2.88 -2.44 0.44
B -0.59 0.75 0.76 0.91
C -2.77 1.13 0.33 0.22
H -3.15 -1.15 4.96 0.39
C 1.28 5.29 1.08 -0.05
C 3.92 1.84 -1.61 -0.51
Br -0.38 -1.80 6.25 -0.10
H -1.53 0.33 -4.11 -0.25
Br 0.83 5.72 -0.75 -0.20
C 4.75 2.32 -2.77 -0.77
C 4.71 -4.31 3.43 -0.40
H -5.37 -1.18 0.62 -0.14
Br -0.87 -3.40 -3.20 -0.20
C -2.13 0.53 -0.93 0.75
H 3.80 2.75 -1.02 0.25
Br 3.49 -2.11 5.01 -0.21
H 2.34 5.53 1.04 0.39
H -5.01 -1.10 -1.99 0.30
Br 2.23 1.27 -2.42 -0.06
H -1.34 1.98 -6.14 0.43
O -2.70 0.32 -1.93 -0.53
Br 3.14 -3.34 -0.72 -0.15
H -0.73 -0.69 4.03 0.01
O -0.02 -0.37 1.52 -0.86
O 2.06 -0.64 2.47 -0.53
C -0.50 1.43 -5.71 -0.46
C -6.13 -1.50 -0.08 -0.35
H -0.47 -2.41 3.86 0.28
Br -6.12 1.06 -1.40 -0.24
H 0.22 -2.34 -1.22 0.09
H -0.40 -0.64 -5.07 0.29
C 0.68 -2.66 -2.15 -0.11
H 0.63 7.22 2.07 0.41
Br 4.21 -5.74 2.23 -0.16
C -1.02 -1.67 4.43 -0.24
C 3.41 -3.51 3.53 -0.64
H 0.05 2.06 -5.01 0.30
O -3.94 1.50 0.49 -0.62
H -5.96 -2.56 0.05 0.46
H -6.83 -1.29 -2.09 0.42
H -2.69 -2.90 4.70 0.39
O 2.60 1.95 1.42 -0.60
H -0.53 5.92 2.08 0.27
Br 0.71 0.93 -7.13 -0.14
H 1.30 -4.65 -1.76 0.38
H 5.59 -3.81 3.03 0.35
C 0.54 6.13 2.06 -0.44
C 1.76 -3.72 -2.10 -0.62
Br 1.18 5.53 3.83 -0.17
H 1.03 4.22 1.06 -0.19
Ba -5.84 3.10 1.64 1.86
O -0.91 0.19 -0.58 0.04
H 2.52 -4.11 3.67 0.43
H 1.10 -1.83 -2.72 0.19
```